# C32H22N6O4V

A molecular structure, C32H22N6O4V (the ωB97M-V functional and the def2-TZVPD basis, the Open Molecules 2025 dataset).

Cartesian coordinates (Å):
V  -0.01436  0.04811  0.38311
O  0.97654  0.75093  7.13053
C  -0.15085  0.66777  6.63236
O  -1.30419  0.70663  7.07400
C  -0.11213  0.51501  5.07660
C  1.10608  0.47829  4.41108
C  1.11560  0.33039  3.03837
N  -0.03530  0.19984  2.36345
C  -1.23458  0.23299  2.99793
C  -1.30579  0.39851  4.35661
C  -2.35829  -0.06204  2.05838
C  -3.75220  0.10064  2.42623
C  -4.77284  0.19791  1.56637
C  -3.96232  0.71814  -0.96413
C  -2.63212  0.00326  -1.33506
N  -1.90238  -0.38394  0.91003
C  2.32011  0.30920  2.16513
C  3.58679  0.58390  2.64329
C  4.65048  0.61175  1.75293
C  4.41887  0.36709  0.40857
C  3.12924  0.08978  0.00052
N  2.09497  0.05732  0.84985
H  1.99381  0.56098  5.02608
H  -2.22597  0.42995  4.92727
H  -3.95935  0.26003  3.47595
H  -5.74025  0.39026  2.01627
H  -4.58632  0.88889  -1.84264
H  -2.52989  -0.36495  -2.35602
H  3.73698  0.78699  3.69342
H  5.64832  0.83268  2.10669
H  5.21862  0.39227  -0.31683
H  2.90427  -0.10633  -1.04033
C  -5.46799  -4.64607  -6.69626
O  -5.27840  -3.42107  -5.99534
C  -5.56129  -3.38904  -4.68342
C  -5.41619  -2.14019  -4.06250
C  -5.66215  -2.00355  -2.71751
C  -6.07350  -3.10628  -1.96502
C  -6.27814  -4.32577  -2.59399
C  -5.99655  -4.48601  -3.94110
N  -6.39090  -3.07306  -0.57857
N  -5.78685  -2.33517  0.20350
C  -4.65852  -1.55276  -0.09252
C  -4.85245  -0.05263  0.06199
C  -3.09242  1.91171  -0.57182
C  -1.96194  1.28925  -0.93092
O  -0.63844  1.41090  -0.73229
C  -2.30081  -1.07643  -0.31888
N  -0.94159  -1.62947  -0.58092
C  -0.77910  -2.90697  -0.65188
C  -1.83848  -3.87351  -0.56578
C  -3.10057  -3.46231  -0.32215
C  -3.41520  -2.06978  -0.21738
H  -5.20267  -4.44117  -7.72805
H  -6.50963  -4.96728  -6.64404
H  -4.81712  -5.42752  -6.29937
H  -5.12822  -1.29348  -4.67073
H  -5.58184  -1.02180  -2.26873
H  -6.65689  -5.15383  -2.00858
H  -6.14338  -5.45005  -4.40366
H  -5.88809  0.16377  -0.20099
H  -3.32610  2.86866  -0.12907
H  0.24301  -3.25871  -0.75936
H  -1.58880  -4.91981  -0.65396
H  -3.89854  -4.18683  -0.21365

Forces on atoms 1 to 2 (eV/Å):
0.3 -0.1 -0.8
0.0 -0.1 0.0

## Properties
2S+1: 3
Strongest force on any atom, Eh/bohr: 0.0162
ΔE to the lowest compared entry with this formula, charge and spin, kcal/mol: 100.6
Gap between HOMO and LUMO (spin up / spin down), hartree: 0.211 / 0.208
E_LUMO (spin up / spin down), Eh: -0.17199 / -0.17467
Total charge: +1


# C32H23CoN11

A molecular structure, C32H23CoN11 (the ωB97M-V functional and the def2-TZVPD basis, the Open Molecules 2025 dataset).

Cartesian coordinates (Å):
Co  -1.50765  0.48978  0.81321
N  -2.36234  -3.13092  -0.81650
C  -1.71325  -1.86322  -0.72978
N  -0.30355  -0.83393  1.10950
C  -0.57000  -1.53890  2.21687
N  -1.09497  -0.96228  3.25562
N  -1.36814  0.33389  2.79985
C  -0.87895  1.35503  3.42048
C  -0.88749  2.55024  2.56315
C  -0.79423  3.91001  2.86275
C  -0.99538  4.85123  1.85447
C  -1.83631  4.68792  -0.28115
C  -1.71137  3.24217  -0.75412
N  -1.08590  2.14869  1.29620
C  -0.17597  -2.95477  1.96443
C  0.72602  -3.55118  2.92087
C  1.06280  -4.88687  2.90741
C  0.46268  -5.69968  1.97476
C  -0.46390  -5.19867  0.98581
C  -1.14279  -3.86774  1.12788
H  -1.93578  -3.82187  -1.41791
H  -1.76151  -1.33651  -1.67908
H  -0.44044  1.26878  4.40938
H  -0.79545  4.25278  3.88919
H  -1.20444  5.86492  2.18948
H  -1.97146  5.44619  -1.04697
H  -2.30636  2.95319  -1.61532
H  1.19910  -2.88144  3.63200
H  1.76090  -5.28844  3.62922
H  0.67050  -6.76461  1.96597
H  -1.02258  -5.94977  0.44023
C  -2.55782  -3.49376  0.56683
C  -2.98038  -2.11510  1.06519
N  -2.51194  -1.19597  0.31340
C  -0.19569  -1.63131  -0.10043
C  0.54661  -2.90499  0.45906
N  -0.16633  -4.07466  0.02920
C  0.42239  -0.58001  -1.01507
C  1.51326  -0.70216  -1.83187
C  2.03413  0.44541  -2.45370
C  1.44264  1.66883  -2.13849
C  0.33417  1.72202  -1.30866
N  -0.23021  0.59993  -0.81824
C  -0.23292  2.99446  -0.82094
C  0.34575  3.86888  0.01197
N  -0.55326  4.83702  0.51411
C  -2.91110  4.63429  0.80203
C  -3.15921  3.36080  1.10922
N  -2.20217  2.50312  0.47870
C  3.18449  0.37188  -3.36934
C  3.26093  1.22306  -4.46717
C  4.35487  1.11312  -5.31808
N  5.33361  0.24568  -5.11318
C  5.27242  -0.56021  -4.06383
C  4.21220  -0.54381  -3.16644
H  -3.28489  -4.28598  0.73308
H  -3.52156  -1.91305  1.98131
H  1.63410  -2.87676  0.38980
H  1.96367  -1.67107  -2.00224
H  1.84798  2.59274  -2.52651
H  1.36960  3.88403  0.36001
H  -3.56199  5.46142  1.05043
H  -3.79662  2.97305  1.88994
H  2.47701  1.93414  -4.69359
H  4.43844  1.74648  -6.19264
H  6.09989  -1.24594  -3.92893
H  4.22611  -1.20960  -2.31282

Forces on atoms 1 to 2 (eV/Å):
-0.4 0.5 -0.3
-0.1 -0.1 0.0

## Properties
Strongest force on any atom, Eh/bohr: 0.0478
Gap between HOMO and LUMO, hartree: 0.179
E_LUMO, Eh: -0.39976
Total charge: +3


# C32H23DyN9O2

A molecular structure, C32H23DyN9O2 (the ωB97M-V functional and the def2-TZVPD basis, the Open Molecules 2025 dataset).

Cartesian coordinates (Å):
Dy  0.60683  -0.93741  -0.31120
O  0.95747  -2.31650  3.87397
C  1.06990  -1.93689  2.71510
N  0.14694  -1.89598  1.73074
C  -1.23824  -1.97277  2.03509
C  -1.74506  -2.27493  3.30597
C  -3.10099  -2.21622  3.58536
C  -3.99326  -1.86734  2.59063
C  -3.52859  -1.58704  1.31656
C  -2.16491  -1.62807  1.00575
N  -1.63929  -1.35413  -0.28133
C  -2.44425  -1.17878  -1.35313
O  -3.66251  -1.10841  -1.41253
C  -1.69898  -1.09827  -2.67514
C  -2.46847  -0.96069  -3.82404
C  -1.85307  -0.96168  -5.06009
C  -0.47456  -1.10944  -5.10661
C  0.21743  -1.22412  -3.91859
N  -0.36207  -1.21205  -2.71098
C  2.40120  -1.28749  2.35495
C  3.26122  -1.01541  3.41272
C  4.44748  -0.34870  3.17305
C  4.74312  0.02081  1.86803
C  3.83566  -0.28468  0.87483
N  2.67502  -0.91470  1.09595
H  -1.06522  -2.57645  4.08132
H  -3.45367  -2.46472  4.57831
H  -5.05628  -1.82621  2.79097
H  -4.23029  -1.33440  0.54382
H  -3.53781  -0.87288  -3.70513
H  -2.43116  -0.86220  -5.96911
H  0.05938  -1.14084  -6.04584
H  1.29202  -1.34066  -3.94196
H  2.96526  -1.34286  4.39829
H  5.12728  -0.12095  3.98301
H  5.65894  0.53952  1.62260
H  4.04869  -0.01002  -0.14990
N  -1.57800  1.50570  2.99835
C  -0.51264  0.84625  2.55882
N  0.01216  0.98617  1.37224
C  -0.56880  1.88837  0.49288
N  -0.04402  2.12436  -0.67714
N  0.91935  1.26959  -1.09085
C  1.79556  1.65287  -1.93756
C  2.72505  0.65445  -2.46029
C  3.70608  1.00244  -3.38248
C  4.56355  0.02636  -3.86115
C  4.41823  -1.27525  -3.40585
C  3.41808  -1.54173  -2.48554
N  2.58771  -0.61243  -2.01701
C  -1.74899  2.62833  0.89870
C  -2.41234  3.52181  0.05295
C  -3.53945  4.17860  0.49207
C  -4.02644  3.95555  1.78099
C  -3.39017  3.07335  2.62881
C  -2.25239  2.40893  2.18517
H  -1.94919  1.29643  3.91223
H  -0.05801  0.15283  3.25593
H  1.85893  2.68465  -2.27196
H  3.78725  2.02763  -3.71870
H  5.33525  0.27576  -4.57667
H  5.06470  -2.06793  -3.75405
H  3.27670  -2.54695  -2.10373
H  -2.01810  3.67403  -0.94182
H  -4.05409  4.86780  -0.16330
H  -4.91142  4.47583  2.12090
H  -3.76970  2.88975  3.62658

Forces on atoms 1 to 2 (eV/Å):
-0.1 -0.3 -0.3
0.0 0.0 0.1

## Properties
2S+1: 6
Strongest force on any atom, Eh/bohr: 0.0184
ΔE to the lowest compared entry with this formula, charge and spin, kcal/mol: 0.0
Gap between HOMO and LUMO (spin up / spin down), hartree: 0.213 / 0.213
E_LUMO (spin up / spin down), Eh: -0.14283 / -0.14310
Total charge: +1


# C32H24AgAsN9Te

A molecular structure, C32H24AgAsN9Te (the ωB97M-V functional and the def2-TZVPD basis, the Open Molecules 2025 dataset).

Cartesian coordinates (Å):
Ag  0.02248  -0.69433  0.01540
N  1.75682  -3.45234  -1.55385
C  0.41827  -3.69735  -1.26994
N  -0.15680  -4.86245  -1.54168
N  -1.40906  -4.73393  -1.06762
N  -1.57118  -3.55660  -0.55410
N  -0.41773  -2.86298  -0.66888
C  2.36902  -2.20858  -1.62247
N  3.42481  -1.99691  -2.40116
N  3.75020  -0.71227  -2.18142
N  2.93199  -0.18275  -1.33169
N  2.04408  -1.12062  -0.93058
H  2.16348  -4.12565  -2.18253
C  0.15306  -2.80417  -4.99672
C  -1.04700  -2.80228  -4.29647
C  -1.35838  -1.73988  -3.46357
C  -0.47518  -0.67175  -3.33798
C  0.72643  -0.67629  -4.03119
C  1.03744  -1.74515  -4.86272
As  -0.82579  0.64796  -1.95367
C  -2.50838  1.40546  -2.54475
C  -3.77456  0.86361  -2.39739
C  -4.87392  1.55263  -2.89386
C  -4.69966  2.78127  -3.51883
C  -3.43326  3.33124  -3.65360
C  -2.32564  2.64523  -3.16763
C  -0.92241  3.10644  -3.23492
C  -0.48545  4.30528  -3.78709
C  0.86667  4.61658  -3.77114
C  1.78682  3.74650  -3.19912
C  1.36387  2.54863  -2.63453
C  0.01392  2.23353  -2.67039
H  0.41083  -3.65014  -5.62155
H  -1.71936  -3.64807  -4.35678
H  -2.26595  -1.78169  -2.87266
H  1.44804  0.12100  -3.90062
H  1.99414  -1.76113  -5.36817
H  -3.90908  -0.08875  -1.89839
H  -5.86638  1.13318  -2.78959
H  -5.55993  3.31622  -3.90137
H  -3.31321  4.29180  -4.13940
H  -1.19166  4.99723  -4.22978
H  1.20609  5.54901  -4.20531
H  2.83906  4.00060  -3.18837
H  2.07401  1.86839  -2.17401
Te  -0.32071  -1.65221  2.55067
C  1.01260  -0.54819  3.75986
C  1.08659  -0.76808  5.13170
C  1.97710  -0.04026  5.90853
C  2.80041  0.90900  5.31765
C  2.73326  1.12945  3.94950
C  1.84067  0.40454  3.17153
C  1.00382  -3.24495  2.15550
C  2.36336  -3.02763  1.98673
C  3.18283  -4.08887  1.62898
C  2.64103  -5.34777  1.41596
C  1.27760  -5.55251  1.56780
C  0.45398  -4.50371  1.95103
H  0.45104  -1.51367  5.59305
H  2.03072  -0.21567  6.97562
H  3.49612  1.47452  5.92486
H  3.37867  1.86143  3.48126
H  1.79288  0.56864  2.10065
H  2.78440  -2.03644  2.09882
H  4.24108  -3.91719  1.47846
H  3.27916  -6.16486  1.10413
H  0.84107  -6.52031  1.35994
H  -0.61395  -4.66202  2.03291

Forces on atoms 1 to 2 (eV/Å):
0.0 -0.1 0.1
0.0 0.1 0.0

## Properties
Strongest force on any atom, Eh/bohr: 0.0032
ΔE to the lowest compared entry with this formula, charge and spin, kcal/mol: 3.2
Gap between HOMO and LUMO, hartree: 0.252
E_LUMO, Eh: 0.08093
Total charge: -1